Entry from OMol25: a 5-piece molecular cluster, C26H25F12O13 overall at a distorted geometry (ωB97M-V/def2-TZVPD).

Results
Kohn-Sham gap = 3.02 eV
Spin multiplicity = 1
Net charge = -1

CARTESIAN COORDINATES (ANGSTROEM)
F (-7.69, 3.60, 5.50)
O (12.06, 1.29, -4.76)
C (-7.96, -0.26, -2.04)
C (1.11, 4.01, 1.25)
C (3.57, -0.56, -0.74)
O (-10.03, 1.02, 2.73)
O (-8.12, 0.61, 3.83)
C (-8.27, 2.39, 5.25)
C (-0.41, -0.55, -0.41)
C (-7.29, 1.40, 4.68)
H (-2.92, -1.29, 1.66)
H (-6.99, -1.54, 1.38)
F (1.26, 1.12, -0.28)
C (-8.32, -0.37, 0.27)
H (8.35, -2.18, -1.13)
F (-1.10, 0.54, 0.02)
H (-8.90, -0.10, 1.14)
H (-9.57, 0.75, -1.03)
C (7.99, -4.93, -0.68)
F (2.02, -2.27, -0.77)
O (0.82, 5.60, 2.86)
H (8.69, -0.52, -4.15)
F (4.33, -1.21, -1.67)
H (-5.06, -2.02, 1.53)
H (-6.81, 0.78, 5.44)
C (1.22, 6.22, 1.71)
O (8.13, -4.79, -2.04)
C (-5.27, -2.37, -0.65)
F (1.89, -0.75, -2.35)
C (-9.21, 1.35, 3.51)
C (-4.48, -2.35, 0.67)
H (-0.75, 4.38, 2.36)
C (-7.23, -1.18, 0.40)
C (-0.90, -1.79, 0.35)
C (0.33, 4.32, 2.50)
H (6.40, -3.94, -2.73)
H (6.58, -2.15, -1.07)
F (1.39, -0.53, 1.11)
O (9.83, 1.01, -4.95)
F (9.05, 0.06, -1.74)
H (-8.26, 0.10, -3.02)
C (2.11, -0.95, -1.04)
C (-8.70, 0.12, -0.95)
O (1.32, 5.32, 0.70)
C (7.40, -3.64, -2.42)
F (-0.67, -0.69, -1.72)
C (1.09, -0.20, -0.17)
H (3.90, -0.91, 0.23)
H (-6.52, 1.89, 4.08)
H (7.87, 1.06, -4.25)
O (-2.15, -2.19, -0.05)
H (-4.16, -3.38, 0.90)
H (-3.42, -0.55, 0.15)
H (-0.80, -1.65, 1.42)
C (11.01, 1.06, -4.28)
C (8.82, 0.56, -4.05)
F (0.60, 3.44, 3.50)
C (7.45, -2.80, -1.18)
C (-6.44, -1.54, -0.69)
H (-0.22, -2.60, 0.08)
O (10.80, 0.81, -2.95)
H (9.19, 1.95, -2.38)
H (-6.32, -1.32, -2.83)
H (2.07, 3.55, 1.47)
C (9.41, 0.93, -2.71)
C (-3.23, -1.51, 0.62)
F (8.03, -3.04, -3.47)
H (-8.78, 2.05, 6.16)
H (0.56, 3.38, 0.55)
O (1.45, 7.37, 1.62)
O (8.25, -5.91, -0.07)
F (3.77, 0.75, -0.92)
C (-6.87, -1.05, -1.94)
H (-4.60, -1.96, -1.41)
O (7.49, -3.79, -0.14)
O (-9.21, 2.53, 4.21)